Record 1
C17H72F3N3O28S | ωB97M-V/def2-TZVPD

Last column: Mulliken charge in e.
Element x y z (Å)
1 C -5.0999 2.3779 2.1513  -0.26
2 O -4.0098 1.8200 2.9802  -0.28
3 C -3.6689 2.7061 4.1045  -0.54
4 C -2.2249 2.2600 4.8201  -0.56
5 C -1.0231 2.7017 3.7440  -0.42
6 C 0.2562 1.6778 3.7987  -0.31
7 C 0.7989 1.1625 2.3400  0.33
8 C 1.5534 -0.3145 2.2556  0.32
9 C 1.8350 -1.3021 3.5419  -0.50
10 C 1.6044 -2.8448 3.0349  -0.24
11 C 1.2338 -3.9176 4.2183  0.32
12 N -0.2001 -4.4637 4.2431  -0.63
13 O 2.0636 -4.4030 5.1458  -0.52
14 C 2.0964 -0.8629 0.7776  -0.55
15 C 1.8900 0.0621 -0.5964  0.37
16 C 2.4309 -0.5882 -2.0384  -0.16
17 C 1.1556 -1.4041 -2.7002  0.29
18 O 0.1190 -0.4593 -3.2133  -0.51
19 C 0.5454 -2.5933 -1.7474  0.68
20 F -0.2571 -3.4869 -2.6640  -0.30
21 F 1.5747 -3.4696 -1.1326  -0.26
22 F -0.4204 -2.1147 -0.7129  -0.21
23 C 1.1844 1.5530 -0.6071  -0.15
24 N 0.9368 2.5396 -1.7321  -0.12
25 S 0.1188 3.9178 -0.9764  0.14
26 N 0.0797 3.3686 0.7164  -0.44
27 C 0.6781 1.9919 0.9151  0.36
28 H -5.1979 1.8220 1.1121  0.30
29 H -6.1118 2.2002 2.7173  0.24
30 H -4.9799 3.5214 1.9046  -0.07
31 H -4.5636 2.7172 4.8887  0.32
32 H -3.5573 3.8020 3.6835  0.25
33 H -2.1287 2.8609 5.8448  0.30
34 H -2.1867 1.1214 5.0897  0.27
35 H -0.6293 3.7520 4.1447  0.21
36 H -1.5552 2.7809 2.7041  0.23
37 H -0.0671 0.7438 4.4273  -0.09
38 H 1.1503 2.1866 4.3578  0.27
39 H 1.2625 -1.0090 4.5205  0.34
40 H 2.9946 -1.1773 3.7968  0.25
41 H 2.6065 -3.1722 2.4880  0.16
42 H 0.7364 -2.9090 2.2300  0.19
43 H -0.2084 -5.1912 3.4666  0.31
44 H -0.7981 -3.6787 3.8480  0.34
45 H 2.6462 -1.8977 0.6260  -0.01
46 H 2.6880 0.2826 -2.7820  -0.28
47 H 3.3823 -1.2786 -1.8710  0.43
48 H 1.5862 -1.9434 -3.6742  -0.14
49 H -0.7761 -0.6869 -2.8147  0.30
50 O -5.6114 3.7406 -0.3633  -0.48
51 H -6.1676 3.1521 -0.8956  0.26
52 H -5.1208 4.2566 -1.0206  0.28
53 O -0.7023 -1.3722 -6.2119  -0.67
54 H -0.4656 -1.2455 -5.2809  0.40
55 H -0.4963 -2.3038 -6.3810  0.31
56 O 0.4506 0.6923 -8.3838  -0.65
57 H 0.0974 0.2060 -7.6237  0.34
58 H 0.9911 1.3903 -7.9844  0.33
59 O 3.9261 -2.0575 -4.5151  -0.55
60 H 4.7329 -2.0120 -5.0498  0.29
61 H 3.4681 -2.8434 -4.8489  0.27
62 O -3.3215 1.0308 -2.9048  -0.59
63 H -3.0866 0.3530 -3.5561  0.31
64 H -2.4858 1.2202 -2.4523  0.31
65 O 1.2918 4.0090 -8.1117  -0.64
66 H 0.7356 3.4206 -8.6440  0.31
67 H 1.7825 4.5251 -8.7689  0.32
68 O -5.4709 -0.4388 1.4023  -0.56
69 H -5.2360 -1.1167 0.7510  0.31
70 H -4.6352 -0.2495 1.8547  0.32
71 O 4.5990 1.1834 -3.5213  -0.61
72 H 3.8460 1.7730 -3.3652  0.28
73 H 5.3560 1.7842 -3.5914  0.28
74 O -3.4163 5.3859 -1.0378  -0.58
75 H -2.5258 5.3737 -1.4196  0.24
76 H -3.2620 5.3358 -0.0825  0.32
77 O -5.7278 -2.0792 -0.8319  -0.64
78 H -6.2840 -2.6676 -1.3641  0.29
79 H -5.2372 -1.5632 -1.4891  0.31
80 O 2.7151 -7.2427 4.2200  -0.72
81 H 2.1711 -6.4796 4.4660  0.31
82 H 3.5992 -7.0141 4.5441  0.34
83 O 4.5098 -5.8200 2.0569  -0.59
84 H 3.7376 -6.2214 2.4830  0.34
85 H 4.1458 -5.3947 1.2659  0.28
86 O 3.7030 0.9966 4.2265  -0.55
87 H 4.5935 0.9844 3.8448  0.26
88 H 3.8572 0.9466 5.1819  0.29
89 O -8.0708 1.9270 0.9234  -0.64
90 H -8.4023 2.3150 1.7471  0.31
91 H -7.4143 1.2781 1.2181  0.32
92 O -2.8574 -2.8296 5.4354  -0.63
93 H -3.1888 -2.4415 6.2591  0.30
94 H -2.2009 -3.4785 5.7301  0.32
95 O -5.1555 5.9090 2.1938  -0.69
96 H -5.7117 5.3206 1.6616  0.28
97 H -4.6648 6.4251 1.5366  0.33
98 O 5.2462 -4.5647 5.3829  -0.62
99 H 5.7342 -3.8225 5.7702  0.37
100 H 4.3175 -4.2989 5.4585  0.29
101 O 1.8463 2.8971 -4.3212  -0.56
102 H 1.0741 2.4957 -3.8951  0.29
103 H 1.4823 3.3225 -5.1122  0.28
104 O -7.6336 7.6561 1.5330  -0.64
105 H -7.9650 8.0442 2.3567  0.30
106 H -6.9771 7.0072 1.8277  0.35
107 O 2.0710 -7.9913 7.4290  -0.64
108 H 2.3191 -7.7240 6.5313  0.34
109 H 2.9199 -8.1394 7.8721  0.30
110 O 7.3935 -3.7567 6.8096  -0.64
111 H 7.6302 -3.6300 7.7406  0.31
112 H 7.5995 -4.6884 6.6405  0.32
113 O -1.5903 5.8923 -3.5011  -0.60
114 H -2.1464 5.3039 -4.0334  0.31
115 H -1.0996 6.4083 -4.1584  0.28
116 O 5.5117 -3.8908 -5.7753  -0.59
117 H 5.7466 -4.5687 -6.4266  0.29
118 H 6.3474 -3.7014 -5.3228  0.29
119 O 0.6578 5.8248 -10.4310  -0.61
120 H -0.2047 5.3923 -10.3419  0.31
121 H 0.4454 6.6977 -10.7942  0.30
122 O 6.8018 -4.9727 -8.2424  -0.63
123 H 6.2456 -5.5611 -8.7747  0.32
124 H 7.2924 -4.4567 -8.8996  0.31

Output
E = -3659.13511 hartree
Orbital gap = 0.2412 Ha
Charge = 0
E_HOMO = -0.300 Eh

Record 2
C5H13N3 | ωB97M-V/def2-TZVPD

Last column: natural (NBO) charge in e.
Element x y z (Å)
1 C -0.3079 2.2470 -0.2113  -0.44
2 C 0.0486 0.1931 -2.1661  -0.67
3 C -1.4817 -1.8499 0.7986  -0.67
4 N -0.5163 0.8635 0.1626  -0.41
5 N 1.3263 -0.0802 1.0180  -0.42
6 C -0.4785 -0.0942 -0.7768  0.15
7 N 2.2672 -0.1203 1.9415  -0.57
8 C -0.7432 -1.4055 -0.4248  -0.12
9 H 0.4132 -0.3203 1.3940  0.35
10 H 3.2236 -0.0461 1.6270  0.37
11 H 2.0917 -0.0080 2.9341  0.35
12 H -0.5498 -2.1729 -1.1666  0.19
13 H -1.1641 2.6300 -0.7851  0.20
14 H 0.5920 2.4196 -0.8141  0.18
15 H -0.2338 2.8543 0.6931  0.20
16 H 1.0814 0.5489 -2.1111  0.22
17 H -0.5424 0.9697 -2.6586  0.21
18 H 0.0277 -0.6970 -2.7952  0.22
19 H -1.7187 -1.0065 1.4482  0.23
20 H -0.9111 -2.5873 1.3730  0.21
21 H -2.4241 -2.3376 0.5196  0.22

Output
E = -362.41869 hartree
Orbital gap (alpha / beta) = 0.3144 / 0.2695 Ha
Relative energy (zero: lowest compared OMol25 entry of this formula, charge and spin) = 102.7 kcal per mole
Charge = 0
E_HOMO (alpha / beta) = -0.276 / -0.263 Eh

Record 3
C36H54MnNP2 | ωB97M-V/def2-TZVPD

Last column: Mulliken spin population.
Element x y z (Å)
1 Mn 1.5343 1.6429 -0.1262  5.03
2 C 0.2368 4.8826 -1.7315  0.01
3 C -0.7041 4.6154 -0.5081  -0.02
4 C -0.1879 5.4151 0.6830  0.01
5 P -0.7440 2.7703 -0.3578  -0.01
6 C -2.2102 2.0841 -1.2678  -0.03
7 C -3.3580 3.0174 -1.6460  0.00
8 C -1.6580 1.2936 -2.4864  0.01
9 C -1.1919 2.5108 1.4163  -0.03
10 C -2.5580 2.6195 1.7935  -0.01
11 C -2.9499 1.9272 2.9221  0.01
12 C -2.0173 1.2387 3.6936  -0.01
13 C -0.6449 1.3831 3.4740  0.02
14 C -0.2305 1.9590 2.2542  -0.01
15 N 1.0869 1.8800 1.8167  0.08
16 C 2.1885 1.7507 2.6745  -0.02
17 C 2.1341 2.3808 3.9258  0.02
18 C 3.2362 2.3526 4.8188  0.00
19 C 4.3773 1.6453 4.4802  0.01
20 C 4.4997 1.0648 3.1669  -0.01
21 C 3.4024 1.1107 2.2967  -0.04
22 P 3.4373 0.4079 0.5866  -0.05
23 C 3.3993 -1.4153 0.7017  -0.04
24 C 1.9907 -1.9123 1.1278  -0.01
25 C 4.5955 -2.0044 1.4828  0.00
26 C 5.0968 0.7771 -0.0753  0.00
27 C 5.2918 0.0787 -1.4760  0.01
28 C 5.4822 2.2407 -0.1599  0.01
29 H 1.1380 4.2487 -1.6537  0.01
30 H 0.5596 5.9218 -1.7566  0.00
31 H -0.2241 4.6124 -2.6873  0.00
32 H -1.7342 4.9270 -0.7340  0.00
33 H 0.8397 5.1616 1.0389  0.00
34 H -0.8629 5.3194 1.5224  0.00
35 H -0.1373 6.4951 0.4505  0.00
36 H -2.5837 1.3175 -0.5207  0.01
37 H -3.1610 3.6695 -2.5005  0.00
38 H -3.7291 3.5618 -0.8064  0.00
39 H -4.1523 2.3391 -2.0494  0.00
40 H -1.5363 2.0023 -3.3271  0.00
41 H -2.3825 0.4942 -2.8054  0.00
42 H -0.6826 0.7991 -2.2368  0.01
43 H -3.2515 3.1330 1.1286  0.00
44 H -4.0035 1.9461 3.1856  0.00
45 H -2.3115 0.5793 4.4942  0.00
46 H 0.0673 0.8633 4.1371  0.00
47 H 1.1711 2.7445 4.2509  0.00
48 H 3.1819 2.9157 5.7137  0.00
49 H 5.1348 1.4400 5.2179  0.00
50 H 5.4252 0.6154 2.7820  0.00
51 H 3.5242 -1.6885 -0.3601  0.00
52 H 1.7175 -1.4118 2.0693  0.00
53 H 2.0362 -3.0054 1.2452  0.00
54 H 1.1709 -1.7211 0.3890  0.03
55 H 4.4520 -1.7095 2.5457  0.00
56 H 5.5660 -1.6091 1.1137  0.00
57 H 4.6953 -3.1126 1.4818  0.00
58 H 5.7407 0.2823 0.7007  0.00
59 H 4.8801 0.6206 -2.2889  0.00
60 H 4.9473 -0.9600 -1.4361  0.00
61 H 6.3504 -0.0535 -1.5169  0.00
62 H 4.7690 2.7971 -0.7754  0.00
63 H 6.4872 2.1693 -0.5910  0.00
64 H 5.4709 2.7478 0.8148  0.00
65 C -1.4386 -5.0748 0.4983  0.00
66 C -2.0756 -4.2886 -0.6025  0.00
67 C -3.4745 -3.9208 -0.4997  0.00
68 C -4.2813 -4.0542 0.7578  0.00
69 C -4.0439 -3.2043 -1.5449  0.00
70 C -5.4147 -2.6146 -1.3889  0.00
71 C -3.3659 -2.9849 -2.7745  0.00
72 C -4.1391 -2.4212 -3.9599  0.00
73 C -1.9982 -3.2428 -2.8293  0.00
74 C -1.1972 -2.7436 -4.0246  0.00
75 C -1.3547 -3.8983 -1.7708  0.00
76 C 0.0606 -4.2853 -1.9142  0.00
77 H -2.1853 -5.6913 1.0037  0.00
78 H -0.8633 -4.4791 1.2560  0.00
79 H -0.7583 -5.8129 0.0883  0.00
80 H -5.2529 -4.6027 0.6011  0.00
81 H -4.4756 -3.0779 1.2385  0.00
82 H -3.8138 -4.6313 1.5863  0.00
83 H -6.2764 -3.1738 -1.8699  0.00
84 H -5.4077 -1.6027 -1.8432  0.00
85 H -5.6894 -2.5556 -0.3179  0.00
86 H -3.9813 -1.3471 -4.0525  0.00
87 H -5.2128 -2.6500 -3.7824  0.00
88 H -3.8579 -2.8878 -4.9036  0.00
89 H -0.7009 -3.5686 -4.5701  0.00
90 H -0.4028 -2.0079 -3.6140  0.00
91 H -1.9626 -2.2161 -4.6331  0.00
92 H 0.5650 -4.5566 -0.9760  0.00
93 H 0.6363 -3.4160 -2.3240  0.00
94 H 0.2548 -5.1581 -2.5501  0.00

Output
2S+1 = 6
E = -3292.38358 hartree
Expectation value of S² = 8.76
Orbital gap (alpha / beta) = 0.2571 / 0.2293 Ha
Charge = +1
E_HOMO (alpha / beta) = -0.363 / -0.367 Eh

Record 4
H8O4 | ωB97M-V/def2-TZVPD

Last column: natural (NBO) charge in e.
Element x y z (Å)
1 O 0.2823 -1.9439 -0.6821  -0.97
2 H 0.8447 -1.3366 -0.1927  0.50
3 H -0.3126 -2.3384 -0.0412  0.48
4 O -0.9209 0.4924 -1.7144  -0.99
5 H -0.5859 -0.3961 -1.4935  0.50
6 H -0.2935 0.8618 -2.3373  0.47
7 O 0.9585 -0.4932 1.6181  -0.99
8 H 0.9495 -0.3510 2.5716  0.48
9 H 0.4356 0.2710 1.3043  0.49
10 O -0.4531 1.8314 0.7076  -0.95
11 H -1.1633 1.4875 0.1452  0.50
12 H 0.2588 1.9150 0.1145  0.47

Output
SMILES = O.O.O.O
E = -305.76286 hartree
Orbital gap = 0.4505 Ha
Relative energy (zero: lowest compared OMol25 entry of this formula, charge and spin) = 10.3 kcal per mole
Charge = 0
E_HOMO = -0.426 Eh